{"formula": "C14H12Cl3HgN2O4", "method": "ωB97M-V with the def2-TZVPD basis set", "symbols": ["Hg", "O", "C", "C", "C", "C", "N", "C", "C", "C", "C", "C", "C", "O", "C", "C", "N", "H", "H", "H", "H", "H", "H", "H", "H", "H", "H", "H", "H", "Cl", "C", "Cl", "Cl", "C", "O", "O"], "coordinates": [[0.00611, 2.45607, 0.13016], [-1.87594, -3.06437, -3.71192], [-1.75517, -1.80211, -4.32059], [-1.24355, -0.78213, -3.34383], [-1.27171, 0.59082, -3.69794], [-0.82564, 1.50898, -2.79241], [-0.33250, 1.18295, -1.58410], [-0.25413, -0.15273, -1.22156], [-0.73779, -1.12896, -2.12028], [0.29369, -0.46605, 0.05994], [0.44556, -1.77838, 0.55749], [0.97719, -2.00853, 1.80119], [1.07578, -3.40705, 2.34981], [-0.15017, -4.09696, 2.26525], [1.36073, -0.89888, 2.58866], [1.18694, 0.35650, 2.07967], [0.68381, 0.59468, 0.85888], [-2.23370, -3.68350, -4.35517], [-2.72761, -1.46062, -4.70870], [-1.05236, -1.84976, -5.16961], [-1.64475, 0.90637, -4.65771], [-0.83699, 2.56965, -3.01561], [-0.72119, -2.16966, -1.84803], [0.13948, -2.61562, -0.04687], [1.43740, -3.37696, 3.38792], [1.77968, -3.99729, 1.75668], [-0.82864, -3.57232, 2.70485], [1.78666, -1.04007, 3.56735], [1.46488, 1.23546, 2.65028], [2.74481, 4.86022, 3.51538], [0.99869, 4.83292, 3.31719], [0.24452, 4.05094, 4.70762], [0.38139, 6.48551, 3.15597], [0.60133, 4.08973, 2.03223], [-0.58516, 3.73559, 1.93749], [1.46833, 3.89553, 1.17030]], "lumo_energy_ev": [-0.153, -0.378], "de_lowest_kcal_mol": 21.5, "spin_multiplicity": 2, "s_squared": 0.77, "molar_mass_g_mol": 579.2}